ORCA calculation (wB97M-V/def2-TZVPD) on a gas-phase ion, C5H11N2 (charge +1) in a non-equilibrium geometry.

- maximum force (eV/Å) = 4.47
- total charge = +1
- E_tot (a.u.) = -306.25199
- structure (SMILES) = C[C@H]1[NH2+][C@@]12CN2C

Last column: Löwdin charge in e.
CARTESIAN COORDINATES (ANGSTROEM)
C  -2.14  -0.68  0.08  -0.034
C  -0.91  -0.05  -0.46  -0.228
N  -0.89  1.49  -0.45  0.205
C  0.21  0.47  0.18  -0.377
C  1.07  0.47  1.32  -0.004
N  1.55  0.55  -0.05  -0.031
C  2.37  -0.59  -0.65  0.029
H  -2.67  -0.38  1.06  0.123
H  -2.17  -1.77  0.05  0.084
H  -2.98  -0.46  -0.73  0.134
H  -0.59  -0.47  -1.43  0.174
H  -0.71  2.22  -1.17  0.187
H  -1.53  1.96  0.26  0.189
H  1.20  1.40  1.97  0.149
H  1.19  -0.53  1.81  0.144
H  1.84  -0.74  -1.63  0.109
H  3.31  -0.16  -0.63  0.072
H  2.22  -1.47  -0.08  0.076

ORCA calculation (wB97M-V/def2-TZVPD) on 2 unconnected molecules or ions with the total composition C5H11N2 in a non-equilibrium geometry.

- maximum force (eV/Å) = 3.30
- total charge = +1
- E_tot (a.u.) = -306.24105

Last column: Löwdin charge in e.
CARTESIAN COORDINATES (ANGSTROEM)
C  -2.68  -0.02  0.59  0.048
C  -2.44  -1.20  0.44  0.046
C  0.97  -0.49  -0.12  -0.328
C  0.62  2.02  0.42  -0.074
C  1.30  0.65  0.56  -0.059
N  1.70  -1.66  -0.20  0.127
N  -0.11  -0.47  -1.18  0.225
H  -3.13  0.82  1.05  0.046
H  0.10  -1.18  -1.85  0.156
H  -2.04  -2.10  0.06  0.041
H  1.15  2.56  1.19  0.077
H  -0.44  2.06  0.70  0.068
H  0.75  2.34  -0.60  0.069
H  1.93  0.70  1.42  0.100
H  1.11  -2.43  -0.40  0.089
H  2.54  -1.64  0.34  0.118
H  -0.26  0.45  -1.67  0.184
H  -1.07  -0.42  -0.75  0.066

ORCA calculation (wB97M-V/def2-TZVPD) on a gas-phase ion, C5H11N2 (charge +1) in a non-equilibrium geometry.

- maximum force (eV/Å) = 5.12
- total charge = +1
- E_tot (a.u.) = -306.17551
- structure (SMILES) = C=CN/C=C/[NH2+]C

Last column: Löwdin charge in e.
CARTESIAN COORDINATES (ANGSTROEM)
C  3.90  0.43  -0.48  0.045
C  2.87  0.10  0.27  -0.331
N  2.03  -0.94  0.06  0.063
C  0.27  -0.57  0.16  0.102
C  -0.96  0.04  0.36  -0.128
N  -2.35  -0.48  0.44  0.026
C  -3.22  0.55  -0.22  -0.021
H  4.53  1.25  -0.12  0.068
H  4.38  0.03  -1.36  0.071
H  2.69  0.54  1.26  0.125
H  2.26  -1.16  -0.89  0.090
H  0.05  -1.59  -0.13  0.066
H  -0.87  1.09  0.61  0.108
H  -2.65  -1.35  -0.05  0.204
H  -2.70  -0.47  1.38  0.167
H  -2.80  0.68  -1.25  0.125
H  -4.27  0.25  -0.22  0.106
H  -3.15  1.59  0.18  0.115

ORCA calculation (wB97M-V/def2-TZVPD) on a gas-phase ion, C5H11N2 (charge +1) in a non-equilibrium geometry.

- maximum force (eV/Å) = 1.96
- total charge = +1
- E_tot (a.u.) = -306.31090
- structure (SMILES) = C=N/C=C/CC[NH3+]

Last column: Löwdin charge in e.
CARTESIAN COORDINATES (ANGSTROEM)
C  -3.24  -0.29  -0.48  0.016
N  -2.23  0.35  -0.08  0.001
C  -1.16  -0.26  0.58  -0.200
C  -0.19  -0.96  -0.04  -0.114
C  1.23  -0.94  0.44  -0.179
C  2.08  0.22  -0.14  -0.087
N  1.22  1.51  -0.21  0.181
H  -3.35  -1.36  -0.29  0.097
H  -4.05  0.20  -1.00  0.085
H  -1.07  -0.08  1.65  0.134
H  -0.39  -1.64  -0.86  0.121
H  1.79  -1.83  0.13  0.125
H  1.26  -0.84  1.53  0.123
H  2.82  0.46  0.60  0.125
H  2.36  0.11  -1.18  0.131
H  1.34  2.05  -1.06  0.165
H  1.32  2.15  0.58  0.168
H  0.25  1.15  -0.14  0.108

ORCA calculation (wB97M-V/def2-TZVPD) on a gas-phase ion, C5H11N2 (charge +1) in a non-equilibrium geometry.

- maximum force (eV/Å) = 6.11
- total charge = +1
- E_tot (a.u.) = -306.21934

Last column: Löwdin charge in e.
CARTESIAN COORDINATES (ANGSTROEM)
C  -1.02  0.70  -0.24  -0.064
C  -1.22  1.93  0.02  0.090
C  -1.66  -0.63  -0.12  -0.081
C  0.75  -1.15  0.15  -0.189
C  1.80  1.08  -0.15  -0.166
N  0.93  0.09  -0.61  -0.061
N  -0.58  -1.74  -0.25  0.062
H  -0.52  2.66  -0.12  0.060
H  -2.18  2.12  0.28  0.071
H  -2.12  -0.89  0.84  0.137
H  -2.37  -0.76  -1.00  0.167
H  1.55  -1.78  -0.17  0.134
H  0.64  -0.91  1.24  0.151
H  1.61  2.09  -0.43  0.068
H  1.90  1.19  0.95  0.097
H  2.83  0.93  -0.52  0.109
H  -0.95  -2.50  0.49  0.247
H  -0.34  -2.06  -1.18  0.168

ORCA calculation (wB97M-V/def2-TZVPD) on a gas-phase ion, C5H11N2 (charge +1) in a non-equilibrium geometry.

- maximum force (eV/Å) = 2.66
- total charge = +1
- E_tot (a.u.) = -306.30656
- structure (SMILES) = C=[N+](CC)/N=C/C

Last column: Löwdin charge in e.
CARTESIAN COORDINATES (ANGSTROEM)
C  1.05  1.88  0.22  0.194
N  0.61  0.73  -0.06  -0.127
C  1.40  -0.34  -0.63  -0.164
C  2.03  -1.23  0.46  -0.037
N  -0.73  0.33  0.38  0.130
C  -1.72  0.20  -0.39  -0.159
C  -2.98  -0.29  0.19  -0.039
H  0.41  2.63  0.67  0.126
H  2.08  2.13  0.01  0.129
H  0.74  -0.93  -1.27  0.130
H  2.18  0.11  -1.25  0.133
H  1.69  -2.26  0.36  0.083
H  3.11  -1.21  0.37  0.082
H  1.76  -0.88  1.45  0.084
H  -1.70  0.42  -1.45  0.144
H  -3.22  -1.26  -0.25  0.100
H  -2.91  -0.40  1.27  0.093
H  -3.80  0.38  -0.06  0.096